DFT (wB97M-V/def2-TZVPD) results for 2 unconnected molecules or ions with the total composition C5H12O2 in a non-equilibrium geometry.

Values from the calculation:
Total charge: 0
Energy above the lowest of the compared OMol25 structures with the same formula, charge and spin, kJ/mol: 96.6
HOMO level, eV: -10.240

XYZ file:
```
19
Properties=species:S:1:pos:R:3:forces:R:3:nbo_charge:R:1
C 2.56005 1.42470 0.20396 -0.52 0.28 -0.19 -0.620
C 1.67111 0.19101 0.43630 0.83 -0.24 -0.03 -0.413
C 0.24738 0.36917 0.92688 -0.72 0.40 -0.21 -0.387
C -0.61539 1.18847 -0.08086 0.51 -1.25 0.85 -0.529
C -0.74914 0.34579 -1.31432 -0.01 0.30 -1.20 0.464
O -0.94308 -0.84639 -1.33409 -0.02 0.00 0.40 -0.561
H 2.14729 2.29108 0.71947 0.17 0.16 0.06 0.202
H 2.74538 1.70045 -0.83465 -0.53 -0.03 -0.16 0.206
H 3.55300 1.23563 0.56596 0.44 -0.03 0.50 0.214
H 1.64730 -0.41012 -0.47697 0.00 -0.05 0.06 0.203
H 2.22166 -0.40243 1.16575 -0.24 -0.30 0.08 0.210
H -0.20298 -0.61785 1.02367 -0.02 0.01 -0.01 0.224
H 0.14776 0.80866 1.92003 0.38 0.22 -0.01 0.209
H -1.63255 1.29539 0.30481 0.02 0.23 0.09 0.251
H -0.15364 2.16080 -0.23361 -0.22 0.07 -0.40 0.222
H -0.67037 0.83287 -2.30733 0.01 0.27 0.17 0.116
O -2.24532 -2.31317 0.79160 0.73 -0.26 -0.03 -0.953
H -1.69942 -1.92889 0.08735 -0.38 0.34 -0.25 0.484
H -1.62040 -2.97259 1.12112 -0.40 -0.10 0.28 0.457
```
Forces are in eV/Å.

---

DFT (wB97M-V/def2-TZVPD) results for 10 unconnected molecules or ions with the total composition C4H26BF4O9 in a non-equilibrium geometry.

Values from the calculation:
Total charge: 0
2S+1: 2
HOMO level (alpha / beta), eV: -9.632 / -9.592

XYZ file:
```
44
Properties=species:S:1:pos:R:3:forces:R:3:nbo_charge:R:1
B -0.77853 0.73969 -0.51164 1.55 -1.36 1.47 1.292
F 0.47393 0.08860 -0.70717 -1.01 0.95 0.06 -0.538
F -1.78082 -0.12679 -0.77301 -1.43 -0.85 -0.34 -0.530
F -0.91770 1.20978 0.79477 0.22 0.08 0.77 -0.566
F -0.92537 1.84428 -1.27948 0.06 2.52 -1.95 -0.570
C -2.67569 -4.29984 0.33753 -0.47 0.37 0.04 -0.250
O -2.34667 -3.10115 -0.38438 -0.04 -1.01 -0.07 -0.762
H -3.58301 -4.16763 0.92694 -0.07 0.29 0.20 0.164
H -2.94486 -5.10859 -0.34186 0.50 0.16 -0.30 0.179
H -1.88754 -4.60512 1.02579 0.18 -0.07 -0.17 0.170
H -2.25611 -2.40754 0.27312 -0.09 0.31 0.31 0.493
C -0.11797 5.05746 -0.27751 -0.77 0.52 -0.70 -0.308
O -0.87417 4.55230 -1.39200 0.84 1.98 1.40 -0.302
H 0.95365 4.86058 -0.30865 0.27 -0.57 -0.50 0.276
H -0.28434 6.12914 -0.16827 -0.23 -0.18 -0.46 0.222
H -0.42007 4.59487 0.66209 -0.36 -0.66 0.16 0.273
H -0.73899 3.61312 -1.53784 0.32 -1.52 0.18 0.527
C 1.58613 -2.48686 0.98163 0.27 -1.12 -0.74 -0.247
O 2.62386 -2.62102 1.93913 -0.34 0.29 0.56 -0.728
H 1.27228 -3.46428 0.61522 -0.01 -0.45 0.03 0.151
H 0.66681 -2.08796 1.41037 0.50 0.60 0.19 0.187
H 1.94303 -1.99158 0.07864 -0.32 0.63 0.20 0.173
H 3.43177 -2.92522 1.51922 -0.11 0.02 -0.21 0.469
C 4.24983 0.01443 0.20268 -1.10 1.27 2.17 -0.248
O 5.32688 -0.64357 -0.28980 1.85 -1.46 -1.57 -0.717
H 4.15986 -0.35249 1.22511 -0.67 -0.26 0.00 0.183
H 4.47699 1.06233 0.39863 -0.22 0.49 -0.53 0.152
H 3.30816 -0.09133 -0.33602 0.04 -0.05 -0.06 0.171
H 5.38029 -0.53778 -1.24246 0.08 0.04 -0.01 0.461
O -0.73553 0.90514 -3.74690 0.03 0.75 -0.86 -0.755
H -1.03034 1.31034 -2.93134 -0.13 0.26 0.33 0.472
H -0.66377 -0.02661 -3.53969 0.19 -1.16 -0.13 0.502
O -0.76784 -1.64637 -2.62620 0.46 0.12 -0.97 -0.965
H -1.04953 -0.96522 -2.01552 -0.19 -0.49 0.46 0.473
H -1.10087 -2.46026 -2.24818 -0.29 -0.33 0.23 0.507
O -2.92149 2.15989 2.52787 -0.18 0.22 0.29 -0.941
H -3.73777 1.82399 2.15762 -0.29 0.05 -0.05 0.461
H -2.32059 2.20341 1.78405 0.30 -0.22 -0.19 0.478
O 1.68446 2.02445 0.80624 0.48 0.82 -0.10 -0.948
H 1.30960 2.24351 1.65931 -0.06 -0.12 0.27 0.466
H 0.96990 1.59908 0.33221 0.36 -0.31 0.15 0.474
O -2.23009 -0.97842 1.83948 -0.06 -0.85 0.10 -0.950
H -2.99829 -0.42780 1.99085 -0.08 0.13 0.14 0.471
H -1.72949 -0.51298 1.16940 0.03 0.19 0.22 0.479
```
Forces are in eV/Å.

---

What is the total charge in the first record?
0